Computed, not measured: a structure of composition C52H122F10N14O25S10, with ωB97M-V/def2-TZVPD.

Values from the calculation:
total charge: +2
HOMO-LUMO gap: 9.17 eV
electronic energy: -263458.203 eV
largest force on an atom: 5.89 eV/Å

Structure (XYZ):
```
233
C52H122F10N14O25S10 | OMol25 | ωB97M-V/def2-TZVPD
C 0.35 -3.35 -3.61
C -0.80 -4.18 -4.00
N -0.81 -5.49 -3.17
C -0.65 -5.21 -1.62
C -2.14 -6.21 -3.42
C -3.42 -5.49 -3.05
C 0.28 -6.45 -3.72
C 0.30 -7.78 -2.99
O -0.70 -8.68 -3.37
C -0.27 -9.76 -4.17
H 0.43 -2.43 -4.21
H 1.27 -3.90 -3.67
H 0.17 -2.90 -2.62
H -0.62 -4.56 -5.02
H -1.76 -3.69 -3.99
H -1.03 -6.03 -1.03
H -1.17 -4.37 -1.32
H 0.39 -5.11 -1.36
H -2.14 -7.18 -2.94
H -2.24 -6.42 -4.50
H -3.59 -4.62 -3.74
H -3.53 -5.20 -2.01
H -4.22 -6.19 -3.27
H 1.23 -6.00 -3.67
H 0.06 -6.58 -4.77
H 0.26 -7.54 -1.92
H 1.28 -8.30 -3.13
H 0.14 -9.36 -5.10
H -1.09 -10.38 -4.41
H 0.52 -10.32 -3.72
C 8.98 -0.80 0.26
C 8.41 -1.84 1.25
N 6.87 -1.97 1.19
C 6.13 -0.71 1.41
C 6.52 -2.41 -0.29
C 5.04 -2.80 -0.59
C 6.40 -3.10 2.07
C 6.49 -2.87 3.55
O 5.41 -2.11 4.01
C 5.63 -1.72 5.39
H 10.02 -0.64 0.55
H 8.48 0.16 0.29
H 8.93 -1.21 -0.75
H 8.66 -1.57 2.29
H 8.66 -2.83 0.95
H 5.04 -0.84 1.20
H 6.53 -0.02 0.72
H 6.25 -0.35 2.41
H 7.17 -3.25 -0.50
H 6.82 -1.56 -0.91
H 4.37 -1.97 -0.37
H 4.77 -3.66 0.04
H 4.93 -3.02 -1.67
H 7.00 -3.96 1.76
H 5.35 -3.26 1.84
H 7.47 -2.44 3.85
H 6.34 -3.90 3.95
H 4.81 -1.03 5.65
H 6.59 -1.16 5.46
H 5.58 -2.61 5.97
C 1.50 -1.78 4.29
C 0.67 -2.46 5.35
N -0.91 -2.61 4.97
C -1.25 -1.39 4.14
C -1.21 -3.94 4.20
C -1.20 -5.22 5.06
C -1.81 -2.63 6.22
C -2.11 -1.27 6.80
O -3.17 -0.65 6.11
C -3.37 0.63 6.69
H 1.37 -0.69 4.11
H 1.27 -2.23 3.32
H 2.52 -1.97 4.64
H 0.65 -1.80 6.18
H 1.02 -3.45 5.60
H -2.33 -1.26 4.12
H -0.92 -1.53 3.11
H -0.72 -0.53 4.58
H -0.49 -4.01 3.39
H -2.22 -3.75 3.81
H -1.52 -6.04 4.41
H -1.95 -5.24 5.88
H -0.20 -5.41 5.44
H -1.43 -3.24 6.97
H -2.79 -3.06 5.87
H -1.23 -0.66 6.94
H -2.56 -1.45 7.81
H -2.61 0.87 7.41
H -4.44 0.80 7.02
H -3.33 1.32 5.91
C -1.19 2.89 -0.51
C -0.32 1.79 0.07
N 1.20 2.02 -0.10
C 1.53 3.36 0.55
C 1.98 0.98 0.63
C 1.74 0.90 2.12
C 1.62 2.10 -1.52
C 1.20 0.91 -2.42
O 1.85 -0.42 -2.23
C 3.14 -0.47 -2.73
H -2.18 2.47 -0.84
H -0.77 3.26 -1.44
H -1.37 3.66 0.25
H -0.44 0.84 -0.46
H -0.55 1.68 1.20
H 1.21 3.37 1.63
H 1.00 4.15 0.05
H 2.56 3.65 0.41
H 3.07 1.19 0.48
H 1.78 0.02 0.12
H 2.34 0.01 2.48
H 0.72 0.79 2.34
H 2.13 1.80 2.68
H 2.67 2.28 -1.44
H 1.19 3.06 -1.88
H 1.40 1.27 -3.42
H 0.14 0.66 -2.45
H 3.65 -1.33 -2.37
H 3.76 0.43 -2.44
H 3.22 -0.52 -3.80
C -10.08 -1.22 0.23
C -9.30 -0.14 -0.40
N -7.96 -0.67 -1.08
C -8.23 -1.88 -1.97
C -7.27 0.42 -1.94
C -7.85 0.87 -3.31
C -6.93 -1.12 -0.06
C -6.50 -0.01 0.86
O -7.39 0.06 1.93
C -6.87 0.95 2.97
H -9.65 -1.66 1.13
H -10.10 -2.09 -0.47
H -11.05 -0.92 0.51
H -8.92 0.59 0.31
H -9.95 0.34 -1.19
H -9.15 -1.62 -2.53
H -8.35 -2.72 -1.37
H -7.40 -2.06 -2.63
H -6.30 0.02 -2.10
H -7.09 1.27 -1.29
H -7.68 0.06 -4.04
H -7.15 1.69 -3.49
H -8.88 1.23 -3.25
H -6.04 -1.53 -0.66
H -7.37 -1.87 0.61
H -6.32 1.00 0.42
H -5.57 -0.39 1.29
H -6.57 1.91 2.57
H -6.00 0.48 3.41
H -7.65 1.10 3.76
C -2.64 6.03 -9.65
C -1.62 5.22 -8.77
N -2.19 4.16 -8.01
C -3.38 4.18 -7.36
C -3.35 3.06 -6.59
N -2.17 2.38 -6.80
C -1.44 3.12 -7.63
C -1.75 1.19 -6.04
H -3.30 6.60 -8.98
H -3.19 5.43 -10.37
H -2.02 6.76 -10.25
H -1.23 5.89 -8.01
H -0.80 4.78 -9.35
H -4.05 5.03 -7.48
H -4.08 2.54 -6.00
H -0.47 2.95 -8.06
H -2.41 0.34 -6.34
H -1.78 1.31 -4.95
H -0.76 1.03 -6.43
C 1.15 7.63 2.51
C 2.27 6.99 1.70
N 3.45 6.99 2.54
C 4.72 7.41 2.24
C 5.54 7.06 3.28
N 4.68 6.38 4.21
C 3.46 6.30 3.70
C 5.16 5.63 5.31
H 1.48 8.53 2.98
H 0.99 6.94 3.34
H 0.22 7.77 1.96
H 2.37 7.58 0.82
H 1.90 5.98 1.38
H 4.92 8.00 1.36
H 6.59 7.44 3.48
H 2.60 5.82 4.16
H 4.36 4.95 5.59
H 5.45 6.22 6.18
H 6.01 5.07 4.98
N 1.03 -4.34 1.52
S 1.31 -2.94 0.80
O 2.49 -2.15 1.12
O 0.02 -2.26 0.82
F 1.55 -3.44 -0.70
S 2.14 -4.97 2.46
O 1.61 -5.09 3.79
O 3.46 -4.47 2.16
F 2.07 -6.47 1.88
N 6.04 4.06 2.16
S 6.18 4.48 0.65
O 6.55 3.55 -0.37
O 6.82 5.73 0.79
F 4.71 4.85 0.17
S 5.56 2.50 2.48
O 6.59 1.72 3.15
O 4.82 1.85 1.41
F 4.51 2.86 3.64
N -0.79 5.32 -5.76
S -1.51 6.67 -5.16
O -2.75 6.81 -5.93
O -0.70 7.81 -4.78
F -2.16 6.10 -3.72
S 0.52 4.77 -4.99
O 0.21 3.90 -3.92
O 1.49 5.73 -4.94
F 0.83 3.76 -6.13
N 0.22 2.93 4.22
S 1.29 2.89 5.33
O 1.89 1.65 5.33
O 0.90 3.41 6.63
F 2.46 3.84 4.85
S -0.92 4.04 3.99
O -0.56 5.25 3.30
O -1.87 4.07 5.05
F -1.63 3.12 2.88
N -4.31 -1.26 -2.23
S -4.40 -1.05 -3.78
O -3.38 -1.50 -4.60
O -5.05 0.17 -4.12
F -5.56 -2.17 -4.05
S -2.99 -0.83 -1.39
O -3.23 -1.11 0.03
O -2.29 0.38 -1.83
F -1.98 -1.91 -1.88
```

Computed, not measured: a structure of composition C11H39CrN15O8, with ωB97M-V/def2-TZVPD.

Values from the calculation:
ΔE to the lowest compared entry with this formula, charge and spin: 85.07 kcal/mol
total charge: +3
HOMO-LUMO gap (spin up / spin down): 7.47 / 9.23 eV
2S+1: 4
electronic energy: -79173.567 eV
largest force on an atom: 8.72 eV/Å
⟨S²⟩: 3.773

Structure (XYZ):
```
74
C11H39CrN15O8 | OMol25 | ωB97M-V/def2-TZVPD
Cr -0.27 0.15 0.11
C -4.52 0.44 1.16
C -3.08 0.82 0.99
C -2.57 1.40 2.33
O -1.32 1.86 1.91
C -0.86 3.05 2.66
N -2.29 -0.39 0.60
H -4.98 -0.06 0.31
H -5.16 1.27 1.45
H -4.56 -0.29 1.97
H -2.91 1.41 0.09
H -2.42 0.71 3.15
H -3.27 2.10 2.80
H -1.58 3.86 2.76
H 0.05 3.39 2.17
H -0.55 2.83 3.68
H -2.61 -1.13 1.21
H -2.73 -0.86 -0.18
C 0.26 -0.89 3.31
O -0.15 -0.60 2.13
N 1.35 -1.56 3.62
N -0.27 -0.48 4.38
H 1.94 -1.97 2.91
H 1.48 -1.81 4.59
H -1.28 -0.44 4.29
H 0.10 -0.66 5.30
C -0.33 -3.17 -0.93
O -0.15 -1.98 -0.59
N -0.98 -4.04 -0.22
N -0.05 -3.57 -2.13
H -0.97 -3.93 0.78
H -1.17 -4.95 -0.62
H -0.13 -4.53 -2.43
H 0.54 -2.94 -2.66
C 2.85 -2.37 0.67
O 2.12 -1.45 0.93
N 4.01 -2.22 0.18
N 2.51 -3.59 0.65
H 4.66 -2.97 0.01
H 4.34 -1.27 0.23
H 3.30 -4.22 0.70
H 1.68 -3.83 1.17
C 2.12 -0.14 -2.32
O 1.27 0.09 -1.50
N 2.32 0.72 -3.19
N 2.70 -1.25 -2.53
H 1.76 1.56 -3.27
H 2.90 0.42 -3.97
H 3.42 -1.27 -3.24
H 2.64 -1.78 -1.68
C -1.66 -0.32 -3.08
O -1.38 -0.18 -1.91
N -2.50 -1.27 -3.46
N -1.20 0.45 -4.03
H -2.78 -1.39 -4.43
H -3.04 -1.68 -2.72
H -0.57 1.18 -3.72
H -1.38 0.40 -5.02
C -0.93 3.01 -1.44
O -0.75 2.06 -0.65
N -1.81 3.10 -2.39
N -0.28 4.11 -1.45
H -1.70 3.80 -3.10
H -2.40 2.32 -2.67
H 0.25 4.26 -0.60
H -0.56 4.99 -1.86
C 2.36 1.79 1.04
O 1.21 1.31 0.90
N 3.02 2.07 2.16
N 3.21 2.04 0.09
H 2.51 2.01 3.03
H 4.02 2.23 2.12
H 3.07 1.81 -0.88
H 4.13 2.40 0.31
```

Computed, not measured: a cluster of 2 separate species, C5H11N in total, with ωB97M-V/def2-TZVPD.

Values from the calculation:
ΔE to the lowest compared entry with this formula, charge and spin: 98.70 kcal/mol
total charge: 0
HOMO-LUMO gap: 9.19 eV
electronic energy: -6849.248 eV
largest force on an atom: 0.99 eV/Å

Structure (XYZ):
```
17
C5H11N | OMol25 | ωB97M-V/def2-TZVPD
C 1.09 1.32 -1.23
C 0.85 1.43 0.29
N 0.13 0.21 0.77
C 0.63 -0.66 1.92
C 0.77 -1.12 0.74
H 1.31 2.30 -1.65
H 1.92 0.65 -1.47
H 0.18 0.93 -1.71
H 1.79 1.74 0.80
H 0.10 2.20 0.48
H 0.78 -0.66 2.98
H 0.94 -1.87 -0.02
C -2.11 -1.30 -0.39
H -1.60 -0.90 0.47
H -2.29 -2.37 -0.24
H -1.46 -1.13 -1.25
H -3.03 -0.74 -0.50
```

Computed, not measured: a cluster of 7 separate species, C30H48BNO23P2 in total, with ωB97M-V/def2-TZVPD.

Values from the calculation:
total charge: 0
HOMO-LUMO gap: 8.38 eV
electronic energy: -99729.979 eV
largest force on an atom: 0.91 eV/Å

Structure (XYZ):
```
105
C30H48BNO23P2 | OMol25 | ωB97M-V/def2-TZVPD
N -0.20 -1.34 1.54
P -1.36 -2.32 0.55
B -0.09 -2.16 -0.94
O 0.24 -0.89 -1.25
O 0.43 -3.27 -1.55
C -2.71 -1.09 0.60
C -3.89 -1.31 1.31
C -4.90 -0.36 1.30
C -4.74 0.84 0.60
C -3.55 1.07 -0.08
C -2.55 0.11 -0.09
P -2.72 -3.81 -0.62
O -1.99 -4.94 -1.23
O -3.81 -4.38 0.45
O -3.61 -2.98 -1.70
H -0.40 -1.43 2.53
H -0.22 -0.36 1.31
H -1.23 -3.33 1.51
H -0.24 -0.49 -2.02
H -0.11 -3.54 -2.30
H -4.04 -2.21 1.88
H -5.82 -0.53 1.83
H -5.52 1.58 0.58
H -3.39 2.00 -0.61
H -1.65 0.34 -0.63
H -4.72 -4.10 0.30
H -4.56 -2.96 -1.52
C 2.48 -4.72 0.15
C 3.47 -5.86 -0.03
C 3.40 -6.96 1.00
O 4.72 -7.50 0.97
C 5.56 -6.49 0.60
O 6.74 -6.55 0.66
O 4.85 -5.43 0.16
H 1.90 -4.55 -0.74
H 1.77 -4.95 0.95
H 3.00 -3.80 0.40
H 3.40 -6.27 -1.04
H 2.67 -7.73 0.75
H 3.20 -6.58 2.00
C -0.63 4.84 -1.48
C 0.00 3.80 -2.38
C -0.29 3.93 -3.86
O -0.11 2.57 -4.32
C -0.38 1.77 -3.29
O -0.47 0.58 -3.35
O -0.50 2.45 -2.15
H 0.13 5.31 -0.86
H -1.10 5.63 -2.07
H -1.38 4.41 -0.83
H 1.08 3.75 -2.19
H 0.39 4.59 -4.38
H -1.32 4.23 -4.04
C 3.60 -7.08 5.80
C 2.14 -7.03 6.24
C 1.15 -7.59 5.25
O -0.05 -6.90 5.60
C 0.31 -5.71 6.13
O -0.44 -4.82 6.36
O 1.64 -5.69 6.37
H 4.20 -7.58 6.55
H 3.71 -7.63 4.87
H 4.00 -6.08 5.67
H 2.02 -7.52 7.21
H 1.02 -8.67 5.33
H 1.41 -7.33 4.21
C 4.66 6.09 -0.90
C 3.57 6.51 -1.87
C 3.64 7.92 -2.41
O 2.27 8.20 -2.72
C 1.51 7.46 -1.88
O 0.33 7.57 -1.74
O 2.27 6.55 -1.23
H 5.14 5.17 -1.23
H 5.44 6.85 -0.83
H 4.25 5.91 0.09
H 3.49 5.79 -2.69
H 4.26 8.02 -3.29
H 3.98 8.63 -1.64
C 3.89 -0.37 1.13
C 3.63 1.00 0.52
C 2.93 1.00 -0.82
O 3.39 2.24 -1.39
C 4.60 2.52 -0.86
O 5.33 3.37 -1.26
O 4.87 1.68 0.17
H 3.49 -0.43 2.14
H 3.40 -1.15 0.55
H 4.95 -0.57 1.17
H 3.11 1.65 1.23
H 1.85 0.98 -0.75
H 3.27 0.18 -1.46
C -8.31 5.76 -2.07
C -7.36 4.64 -2.45
C -7.42 3.40 -1.58
O -6.10 2.86 -1.73
C -5.27 3.90 -1.99
O -4.08 3.83 -1.99
O -5.98 5.01 -2.26
H -8.91 6.06 -2.93
H -9.01 5.45 -1.29
H -7.76 6.63 -1.73
H -7.48 4.36 -3.50
H -8.17 2.68 -1.90
H -7.58 3.64 -0.52
```